[1]
An isolated molecule of C5H9F at a distorted geometry. Source: OMol25; level of theory: ωB97M-V/def2-TZVPD.

```
15
Properties=species:S:1:pos:R:3:lowdin_charge:R:1
C 0.2227 0.8275 -2.1303 -0.067
C 0.0784 -0.2193 -0.9625 -0.336
C 1.1072 -0.0439 0.1896 -0.092
C -0.0692 0.2012 1.1419 -0.316
F -0.2714 -0.9555 1.8865 -0.029
C -1.0590 0.1195 -0.0021 -0.106
H 0.1844 1.8202 -1.7681 0.052
H 1.1167 0.6073 -2.7957 0.096
H -0.7224 0.7126 -2.6708 0.069
H 0.1156 -1.2549 -1.3053 0.130
H 1.8285 -0.8447 0.4420 0.121
H 1.6366 0.8843 -0.0379 0.105
H 0.0146 1.0974 1.7750 0.143
H -1.6982 0.9551 -0.3167 0.119
H -1.7147 -0.6875 0.2792 0.110
```

Values from the calculation:
Kohn-Sham gap   11.64 eV
Net charge   0
Energy   -295.73405 Eh
SMILES string   C[C@H]1C[C@H](F)C1
Energy above the lowest of the compared OMol25 structures with the same formula, charge and spin   16.4 kcal/mol
Spin multiplicity   1
HOMO   -10.471 eV

=====

[2]
A cluster of 8 separate species, C26H38Br2N4O9 in total at a distorted geometry. Source: OMol25; level of theory: ωB97M-V/def2-TZVPD.

```
79
Properties=species:S:1:pos:R:3:lowdin_charge:R:1
N -6.3338 -2.4748 -18.7684 0.275
H -5.6983 -1.9894 -19.3854 0.058
H -5.7783 -2.6926 -17.9535 0.011
H -6.6790 -3.3359 -19.1677 0.081
H -6.9624 -1.7286 -18.5076 0.058
C -2.5969 -5.1774 -17.5768 -0.155
C -2.9400 -3.8459 -16.9885 -0.554
O -3.7964 -3.0394 -17.7473 -0.356
H -3.3423 -5.8623 -17.9812 0.047
H -2.0408 -5.7243 -16.8154 0.040
H -1.8950 -4.8391 -18.3389 0.056
H -1.9921 -3.3520 -16.7746 0.071
H -3.4521 -3.9977 -16.0384 0.045
C -9.7442 1.4388 -19.2043 -0.167
C -9.1775 0.0363 -19.4629 -0.514
O -7.7546 0.0398 -19.2579 -0.366
H -10.8252 1.3439 -19.1008 0.032
H -9.5833 2.1227 -20.0376 0.043
H -9.2068 1.8304 -18.3407 0.051
H -9.4097 -0.1047 -20.5185 0.049
H -9.7366 -0.7333 -18.9308 0.040
C -4.5108 -0.0304 -22.8852 -0.133
C -4.1734 -1.0534 -21.7008 -0.489
O -4.6893 -0.6623 -20.4546 -0.376
H -4.5450 1.0422 -22.6941 0.041
H -5.3902 -0.3518 -23.4432 0.023
H -3.7783 -0.1561 -23.6824 0.013
H -3.1238 -1.3446 -21.6585 0.053
H -4.6812 -2.0037 -21.8657 0.045
Br -6.7618 -2.5642 -15.2720 0.722
C -6.2184 -3.8205 -13.9122 -0.717
C -6.0945 -5.2521 -14.4283 -0.660
Br -4.5392 -6.1395 -13.6186 0.559
H -6.8838 -3.6687 -13.0623 0.045
H -5.2505 -3.4621 -13.5615 0.025
H -6.0629 -5.3891 -15.5092 0.045
H -6.9260 -5.8193 -14.0100 0.039
C -7.2300 -10.1384 -20.1307 -0.093
C -6.6312 -8.9918 -20.6861 -0.043
C -6.6930 -7.7795 -20.0266 0.013
C -7.5422 -7.7594 -18.9536 -0.125
C -8.1953 -8.9218 -18.4247 0.005
C -8.0450 -10.1254 -19.0526 -0.105
N -7.7636 -6.4987 -18.2613 -0.322
O -7.1300 -5.5622 -18.6645 0.105
O -8.5264 -6.4473 -17.2615 0.032
H -7.1421 -11.0501 -20.7030 0.099
H -6.0274 -9.0544 -21.5794 0.106
H -6.1684 -6.9311 -20.4405 0.108
H -8.8682 -8.8328 -17.5847 0.111
H -8.5680 -10.9816 -18.6531 0.108
C -8.9803 -3.5084 -24.8802 -0.116
C -8.3185 -4.4982 -25.5238 -0.085
C -7.4509 -5.3267 -24.8252 -0.014
C -7.2030 -5.0711 -23.5035 -0.151
C -7.9328 -4.1062 -22.8618 0.016
C -8.8142 -3.2832 -23.5552 -0.044
N -5.9831 -5.6210 -22.8714 -0.346
O -5.5351 -5.0142 -21.8803 0.081
O -5.5144 -6.5731 -23.4053 0.068
H -9.6895 -2.8714 -25.3880 0.107
H -8.6268 -4.5664 -26.5566 0.102
H -6.9122 -6.1126 -25.3336 0.112
H -7.7848 -3.8518 -21.8227 0.124
H -9.3697 -2.5197 -23.0308 0.118
C -13.3159 -6.0941 -17.5329 -0.138
C -12.3520 -6.1949 -18.3846 -0.104
C -11.4326 -5.1131 -18.3971 0.033
C -11.4900 -4.1111 -17.3991 -0.110
C -12.5795 -4.0695 -16.5609 -0.034
C -13.5320 -5.0290 -16.6596 -0.066
N -10.4368 -3.0755 -17.2540 -0.324
O -9.5141 -3.1400 -18.0503 0.074
O -10.4991 -2.3246 -16.2855 0.061
H -13.9053 -6.9955 -17.6138 0.105
H -12.1740 -6.9496 -19.1363 0.114
H -10.6566 -5.2264 -19.1396 0.110
H -12.7262 -3.2656 -15.8547 0.121
H -14.2801 -4.9159 -15.8888 0.104
```

Values from the calculation:
Kohn-Sham gap   2.39 eV
Net charge   -2
Energy   -7057.17259 Eh
Energy above the lowest of the compared OMol25 structures with the same formula, charge and spin   0.0 kcal/mol
Spin multiplicity   1
HOMO   0.430 eV

=====

[3]
A structure of composition C21H37N7NdO3S at a distorted geometry. Source: OMol25; level of theory: ωB97M-V/def2-TZVPD.

```
70
Properties=species:S:1:pos:R:3:lowdin_charge:R:1
Nd -0.0827 -0.8418 0.3439 1.863
C -0.1179 -2.3262 -4.1433 0.016
C -0.1868 -1.6104 -2.8299 -0.216
N 0.1341 -2.1393 -1.6908 -0.061
C 0.7499 -3.4670 -1.4305 -0.148
C 0.4138 -4.0851 -0.0497 -0.148
N 0.3368 -3.1826 1.1479 -0.172
C 1.5835 -2.6926 1.7963 -0.214
C 1.2791 -1.8150 3.0418 -0.141
N 0.2471 -0.7328 2.8220 -0.164
C 0.6169 0.6990 3.0360 -0.174
C -0.3986 1.6897 2.3995 -0.144
N -0.5554 1.4769 0.9314 -0.052
C -0.9143 2.3068 0.0271 -0.231
C -1.2787 3.7387 0.2632 0.014
C -0.9325 1.7684 -1.4237 -0.181
C -1.1245 2.5820 -2.5478 0.050
C -1.0352 1.9988 -3.8304 0.019
C -0.7678 0.6513 -3.9765 0.039
C -0.5963 -0.1297 -2.8117 -0.141
N -0.7043 0.4695 -1.5915 0.005
H 0.8819 -2.1956 -4.5678 0.123
H -0.8374 -1.9371 -4.8600 0.093
H -0.3016 -3.3898 -4.0237 0.093
H 1.8321 -3.3356 -1.5348 0.136
H 0.4590 -4.2053 -2.1831 0.125
H 1.1328 -4.8927 0.1207 0.136
H -0.5764 -4.5404 -0.1077 0.131
H -0.2414 -3.6189 1.8561 0.128
H 2.1743 -2.1202 1.0689 0.085
H 2.2459 -3.5177 2.0889 0.147
H 2.2095 -1.3655 3.3934 0.134
H 0.9269 -2.4612 3.8495 0.134
H -0.5992 -0.9582 3.3308 0.104
H 1.6049 0.8540 2.5949 0.097
H 0.6936 0.9388 4.1011 0.140
H -0.0774 2.7092 2.6286 0.129
H -1.3784 1.5545 2.8687 0.134
H -1.5184 3.9203 1.3061 0.090
H -2.1443 4.0154 -0.3409 0.102
H -0.4623 4.4058 -0.0245 0.113
H -1.3262 3.6389 -2.4400 0.124
H -1.1656 2.6188 -4.7059 0.134
H -0.6904 0.2157 -4.9617 0.125
C -5.6182 0.2474 0.7738 0.020
O -4.2353 -0.0705 0.4138 0.006
C -3.4731 -0.8728 1.1474 -0.532
O -2.3409 -1.1172 0.6919 -0.120
N -3.9307 -1.3321 2.3059 0.037
N -3.1671 -2.1583 3.1373 0.083
H -5.9578 0.9278 0.0018 0.109
H -5.6462 0.7399 1.7441 0.106
H -6.1872 -0.6802 0.7321 0.112
H -4.9087 -1.1828 2.5100 0.152
H -3.4886 -3.1147 3.0277 0.113
H -3.3602 -1.8819 4.0941 0.112
O 2.0393 0.1397 -0.1466 -0.712
S 3.5024 0.6423 -0.0379 1.041
C 3.4928 2.2968 0.6661 -0.296
C 3.7221 3.2929 -0.4782 -0.199
C 4.5934 2.5629 -1.4946 -0.201
C 3.9303 1.1988 -1.6786 -0.304
H 4.2808 2.3140 1.4180 0.108
H 2.5325 2.3706 1.1793 0.076
H 4.1787 4.2070 -0.1061 0.131
H 2.7639 3.5621 -0.9260 0.115
H 5.6123 2.4476 -1.1227 0.131
H 4.6635 3.0663 -2.4569 0.133
H 4.5350 0.4338 -2.1593 0.105
H 2.9588 1.2691 -2.1772 0.100
```

Values from the calculation:
Kohn-Sham gap (alpha / beta)   9.04 / 9.06 eV
Net charge   +3
Energy   -2390.26540 Eh
Energy above the lowest of the compared OMol25 structures with the same formula, charge and spin   11.9 kcal/mol
Spin multiplicity   4
HOMO (alpha / beta)   -17.693 / -17.708 eV

=====

[4]
A cluster of 3 separate species, C14H20F16N3O2 in total at a distorted geometry. Source: OMol25; level of theory: ωB97M-V/def2-TZVPD.

```
55
Properties=species:S:1:pos:R:3:lowdin_charge:R:1
N -3.8601 -2.3822 0.9302 0.162
C -2.6540 -2.4790 0.8208 -0.259
C -1.7036 -1.5578 1.5036 -0.090
N -0.7291 -0.8924 0.5694 0.074
C -1.2118 0.4005 -0.0096 -0.112
C -2.3064 0.1862 -1.0073 -0.268
N -2.5561 1.3856 -1.7463 0.050
H -4.1198 -1.6019 1.5228 0.076
H -2.2775 -3.2663 0.2112 0.116
H -1.1139 -2.1484 2.1682 0.113
H -2.1945 -0.8371 2.1003 0.130
H 0.0896 -0.6739 1.1152 0.166
H -0.4982 -1.5458 -0.1659 0.168
H -0.3791 0.8103 -0.5315 0.136
H -1.4813 1.0477 0.7832 0.136
H -3.1771 -0.1422 -0.4910 0.102
H -1.9812 -0.5927 -1.6731 0.119
H -2.0409 2.1731 -1.4075 0.038
H -3.5264 1.6009 -1.7746 0.082
C 1.3110 4.9388 -2.8764 -0.035
C 1.4841 5.9536 -4.0168 -0.450
C 1.3493 7.4317 -3.6477 -0.299
F 0.1244 7.6869 -3.1373 0.091
F 1.5112 8.1708 -4.7642 0.111
F 0.6359 5.6460 -5.0178 0.139
F 2.7500 5.7924 -4.4825 0.115
O 0.0233 4.3580 -2.7374 0.048
C -0.9470 5.0182 -2.0497 -0.544
C -2.1027 5.4366 -2.9584 -0.291
F -1.6504 6.2212 -3.9448 0.114
F -2.9949 6.1311 -2.2209 0.109
F -0.4503 6.0534 -1.3654 0.161
F -1.4553 4.1355 -1.1340 0.101
H 1.9565 4.1025 -3.1307 0.148
H 1.6753 5.3320 -1.9292 0.146
H 2.1137 7.7187 -2.9194 0.176
H -2.5859 4.5546 -3.3877 0.177
C 0.7392 -4.9529 2.1563 -0.060
C 1.7887 -3.8273 2.1545 -0.418
C 3.1803 -4.1805 1.6247 -0.306
F 3.7340 -5.1520 2.3623 0.113
F 3.9544 -3.0727 1.7068 0.104
F 1.8737 -3.2866 3.3771 0.146
F 1.3091 -2.8264 1.3165 0.055
O 0.5542 -5.6396 3.3623 0.056
C 1.3930 -6.6857 3.6866 -0.544
C 2.2381 -6.3569 4.9167 -0.284
F 2.9538 -5.2342 4.6972 0.097
F 3.0878 -7.3744 5.1355 0.121
F 2.1568 -7.0326 2.6375 0.153
F 0.6168 -7.7312 3.9968 0.171
H -0.2188 -4.4645 1.9815 0.130
H 0.8876 -5.6374 1.3220 0.152
H 3.1265 -4.4981 0.5783 0.178
H 1.5977 -6.2137 5.7897 0.180
```

Values from the calculation:
Kohn-Sham gap   9.77 eV
Net charge   +1
Energy   -2457.77854 Eh
Spin multiplicity   1
HOMO   -13.097 eV

=====

[5]
An isolated molecule of C5H9NO3 at a distorted geometry. Source: OMol25; level of theory: ωB97M-V/def2-TZVPD.

```
18
Properties=species:S:1:pos:R:3:lowdin_charge:R:1
C -0.2318 1.3020 1.2714 -0.042
C -0.0832 -0.1278 0.7564 -0.235
C -1.2306 -0.5216 -0.1185 -0.308
O -2.4689 -0.4774 0.5050 0.043
C -1.0547 -0.8314 -1.3814 -0.134
N -1.0197 -1.4192 -2.4542 0.156
C 1.2896 -0.3665 -0.0305 -0.433
O 2.3044 -0.1966 0.9192 0.005
O 1.4507 0.4981 -1.1117 0.010
H 0.6500 1.5792 1.8450 0.082
H -0.3682 2.0029 0.4484 0.085
H -1.1020 1.3640 1.9203 0.083
H -0.0200 -0.8121 1.6055 0.150
H -3.1486 -0.7647 -0.1132 0.107
H -0.8413 -0.9041 -3.3135 0.070
H 1.3273 -1.3771 -0.4621 0.157
H 3.1570 -0.3522 0.4961 0.105
H 1.3898 1.4045 -0.7823 0.099
```

Values from the calculation:
Kohn-Sham gap   8.62 eV
Net charge   0
Energy   -476.33290 Eh
SMILES string   C[C@@H](C(O)=C=N)C(O)O
Energy above the lowest of the compared OMol25 structures with the same formula, charge and spin   69.8 kcal/mol
Spin multiplicity   1
HOMO   -7.940 eV